Computed, not measured: an isolated molecule of C4H9NO, with wB97M-V/def2-TZVPD.

The geometry in XYZ format:
```
15
Properties=species:S:1:pos:R:3
C 1.778 0.022 0.261
C 0.632 -0.107 -0.745
C -0.712 0.012 -0.080
C -1.451 -1.226 0.318
N -1.261 1.124 0.202
O -0.496 2.230 -0.182
H 1.738 0.999 0.747
H 1.714 -0.749 1.034
H 2.749 -0.076 -0.235
H 0.730 0.675 -1.503
H 0.688 -1.075 -1.253
H -2.375 -0.980 0.843
H -1.697 -1.831 -0.561
H -0.825 -1.844 0.971
H -1.210 2.827 0.185
```

Calculated values
* E_HOMO: -0.3473 Ha
* LUMO: 1.090 eV
* ΔE to the lowest compared entry with this formula, charge and spin: 226.6 kJ/mol
* frontier orbital gap: 10.541 eV
* SMILES: CC/C(C)=N\O



Computed, not measured: a structure of composition C23H52GaN2O4, with wB97M-V/def2-TZVPD.

The geometry in XYZ format:
```
82
Properties=species:S:1:pos:R:3
C 7.692 1.325 0.431
C 6.645 1.492 -0.730
Ga 4.667 1.414 -0.059
C 4.185 -0.589 0.146
C 5.132 -1.589 -0.588
O 6.430 -1.704 0.011
C 3.558 2.387 -1.490
C 2.026 2.543 -1.159
C 1.248 2.892 -2.479
C -0.235 2.397 -2.539
C -0.434 0.879 -2.267
C -1.957 0.583 -1.918
C -2.671 -0.311 -2.984
C -3.740 -1.297 -2.410
C -4.692 -0.684 -1.332
C -4.294 -0.991 0.139
C -5.041 -0.086 1.184
C -4.910 1.433 0.850
O -4.543 2.208 2.001
C -4.579 3.577 1.587
H 7.843 2.266 0.987
H 7.302 0.576 1.144
H 8.654 0.932 0.026
H 6.805 0.640 -1.436
H 6.823 2.448 -1.282
H 4.666 2.138 1.373
H 4.247 -0.831 1.234
H 3.149 -0.793 -0.214
H 5.255 -1.358 -1.665
H 4.662 -2.605 -0.545
H 6.337 -2.198 0.822
H 3.664 1.876 -2.477
H 3.972 3.416 -1.611
H 1.948 3.441 -0.504
H 1.600 1.697 -0.590
H 1.244 4.002 -2.572
H 1.792 2.521 -3.372
H -0.899 3.035 -1.914
H -0.584 2.573 -3.586
H 0.180 0.474 -1.446
H -0.203 0.271 -3.169
H -2.528 1.535 -1.864
H -1.961 0.158 -0.898
H -1.896 -0.920 -3.487
H -3.149 0.317 -3.766
H -3.270 -2.245 -2.065
H -4.389 -1.604 -3.265
H -4.807 0.392 -1.567
H -5.700 -1.137 -1.481
H -4.567 -2.051 0.338
H -3.214 -0.899 0.355
H -4.574 -0.260 2.172
H -6.117 -0.342 1.172
H -5.887 1.820 0.484
H -4.118 1.574 0.079
H -4.305 3.692 0.515
H -5.610 3.967 1.697
H -3.848 4.166 2.166
C 6.692 0.991 5.643
C 7.274 0.749 4.272
O 7.238 1.585 3.394
N 7.854 -0.463 4.032
C 7.997 -1.586 4.935
H 6.269 1.992 5.676
H 5.898 0.271 5.850
H 7.472 0.917 6.404
H 8.219 -0.551 3.095
H 9.060 -1.815 5.050
H 7.496 -2.454 4.502
H 7.570 -1.377 5.911
C -9.033 -3.949 0.199
C -8.719 -2.904 -0.840
O -8.875 -1.711 -0.629
N -8.247 -3.326 -2.045
C -7.996 -4.684 -2.486
H -9.395 -3.459 1.099
H -9.808 -4.625 -0.165
H -8.134 -4.515 0.451
H -8.060 -2.573 -2.687
H -6.942 -4.777 -2.757
H -8.604 -4.887 -3.370
H -8.232 -5.411 -1.715
```

Calculated values
* E_HOMO: -0.1339 Ha
* LUMO: 1.798 eV
* frontier orbital gap: 5.440 eV
* total charge: -1



Computed, not measured: a cluster of 10 separate species, C50H117N5O10 in total, with wB97M-V/def2-TZVPD.

The geometry in XYZ format:
```
182
Properties=species:S:1:pos:R:3
C 0.691 -5.450 -0.481
C -0.405 -6.326 -1.083
C -1.344 -5.461 -1.906
C 0.198 -7.356 -2.051
C 0.844 -8.512 -1.313
C -0.146 -9.179 -0.362
C -0.696 -8.191 0.681
C -1.886 -8.910 1.331
C 0.377 -7.923 1.728
N -1.166 -7.032 -0.056
O -1.957 -6.152 0.771
H 1.546 -6.006 -0.075
H 1.179 -4.807 -1.220
H 0.331 -4.848 0.350
H -2.143 -6.023 -2.401
H -1.833 -4.724 -1.260
H -0.859 -4.919 -2.718
H -0.519 -7.728 -2.784
H 1.011 -6.890 -2.618
H 1.324 -9.240 -1.976
H 1.709 -8.217 -0.702
H 0.296 -10.058 0.114
H -0.980 -9.571 -0.957
H -2.781 -8.862 0.709
H -2.140 -8.368 2.250
H -1.664 -9.939 1.600
H 0.083 -7.110 2.407
H 1.342 -7.564 1.369
H 0.530 -8.789 2.375
H -2.851 -6.448 0.558
C 1.762 4.998 2.647
C 1.120 4.037 3.631
C -0.386 4.301 3.728
C 1.356 2.598 3.122
C 1.004 1.531 4.133
C 1.795 1.802 5.415
C 1.622 3.215 6.001
C 0.232 3.279 6.674
C 2.678 3.373 7.095
N 1.792 4.149 4.914
O 1.884 5.511 5.368
H 1.564 6.051 2.830
H 2.838 4.803 2.619
H 1.426 4.780 1.628
H -0.688 5.153 4.337
H -0.801 4.497 2.731
H -0.945 3.425 4.063
H 0.833 2.442 2.171
H 2.409 2.592 2.815
H -0.076 1.445 4.272
H 1.274 0.517 3.816
H 2.852 1.584 5.255
H 1.422 1.103 6.170
H -0.111 4.318 6.661
H 0.100 2.890 7.685
H -0.519 2.727 6.097
H 2.457 2.777 7.971
H 2.762 4.432 7.356
H 3.680 3.149 6.711
H 2.839 5.613 5.443
C 3.083 5.700 -5.792
C 1.986 5.117 -4.881
C 0.977 6.239 -4.577
C 1.328 4.020 -5.715
C 0.431 3.112 -4.879
C 1.257 2.552 -3.720
C 2.003 3.572 -2.850
C 1.081 4.231 -1.820
C 3.082 2.791 -2.106
N 2.668 4.551 -3.725
O 3.282 5.587 -2.974
H 3.817 4.945 -6.069
H 2.630 6.096 -6.705
H 3.564 6.551 -5.308
H 1.315 6.818 -3.719
H 0.808 6.895 -5.432
H -0.018 5.831 -4.374
H 0.725 4.476 -6.502
H 2.104 3.387 -6.156
H -0.417 3.694 -4.486
H -0.110 2.349 -5.444
H 1.982 1.880 -4.180
H 0.565 2.006 -3.072
H 0.336 4.848 -2.333
H 1.635 4.941 -1.207
H 0.571 3.482 -1.218
H 3.689 3.507 -1.542
H 3.679 2.160 -2.762
H 2.633 2.152 -1.341
H 4.200 5.303 -2.891
C -2.148 3.098 0.050
C -3.642 3.427 0.009
C -4.345 2.474 -0.966
C -4.167 3.234 1.430
C -5.519 3.914 1.713
C -5.443 5.397 1.393
C -4.989 5.619 -0.048
C -6.204 5.366 -0.986
C -4.614 7.090 -0.182
N -3.819 4.826 -0.369
O -3.232 5.159 -1.591
H -1.644 3.242 -0.902
H -2.097 2.048 0.362
H -1.613 3.658 0.816
H -3.896 2.442 -1.961
H -5.384 2.778 -1.108
H -4.381 1.462 -0.558
H -4.404 2.189 1.659
H -3.384 3.507 2.136
H -5.758 3.728 2.760
H -6.231 3.416 1.047
H -4.713 5.816 2.093
H -6.431 5.839 1.536
H -5.847 5.174 -2.001
H -6.807 4.524 -0.652
H -6.812 6.268 -1.037
H -5.369 7.728 0.286
H -3.686 7.310 0.353
H -4.468 7.448 -1.201
H -3.747 4.686 -2.273
C -2.523 0.464 3.103
O -2.419 -0.833 2.595
C -1.188 -1.483 2.864
C -1.358 -2.951 2.554
C -0.232 -3.775 3.173
N -1.500 -3.265 1.099
H -3.492 0.928 2.921
H -1.794 1.138 2.630
H -2.382 0.508 4.193
H -0.285 -1.024 2.434
H -1.028 -1.323 3.945
H -2.302 -3.246 3.031
H -0.230 -4.749 2.682
H -0.282 -3.865 4.254
H 0.735 -3.317 2.935
H -2.427 -2.909 0.868
H -1.529 -4.299 1.105
C 5.179 -5.405 -2.058
C 5.040 -4.110 -2.847
O 4.404 -3.095 -2.033
H 4.190 -5.835 -1.911
H 5.699 -5.302 -1.104
H 5.806 -6.129 -2.596
H 4.345 -4.301 -3.672
H 6.009 -3.756 -3.206
H 3.538 -2.894 -2.464
C 2.857 -1.468 -4.702
C 1.624 -1.652 -3.840
O 1.845 -2.678 -2.832
H 3.755 -1.239 -4.124
H 2.679 -0.589 -5.324
H 3.055 -2.372 -5.277
H 0.787 -2.041 -4.430
H 1.385 -0.718 -3.323
H 1.403 -2.403 -1.989
C 2.800 -4.427 2.385
C 3.220 -4.293 0.949
O 4.291 -3.307 0.915
H 2.624 -3.485 2.909
H 3.606 -4.864 2.985
H 1.928 -5.081 2.468
H 2.456 -3.863 0.295
H 3.657 -5.223 0.585
H 4.481 -3.093 -0.017
C 1.196 0.283 0.051
C 1.432 -1.221 0.073
O 0.417 -1.908 -0.660
H 0.180 0.518 0.380
H 1.256 0.697 -0.963
H 1.897 0.846 0.669
H 1.317 -1.492 1.132
H 2.445 -1.506 -0.214
H -0.283 -2.177 -0.030
C -2.254 -0.369 -2.488
C -2.647 -1.861 -2.440
O -4.030 -1.897 -2.047
H -2.928 0.121 -3.189
H -1.204 -0.178 -2.720
H -2.440 -0.016 -1.475
H -2.074 -2.370 -1.670
H -2.510 -2.365 -3.402
H -4.559 -1.631 -2.805
```

Calculated values
* E_HOMO: -0.3013 Ha
* LUMO: 0.503 eV
* ΔE to the lowest compared entry with this formula, charge and spin: 0.0 kJ/mol
* frontier orbital gap: 8.703 eV
* SMILES: CC1(C)CCCC(C)(C)N1O.CC1(C)CCCC(C)(C)N1O.CC1(C)CCCC(C)(C)N1O.CC1(C)CCCC(C)(C)N1O.COC[C@H](C)N.CCO.CCO.CCO.CCO.CCO